(1)
69
Properties=species:S:1:pos:R:3 method="wB97M-V/def2-TZVPD" lumo_ev=-0.143 gap_ev=8.101
O -11.3291 -20.1544 -0.0685
H -11.2428 -19.2139 -0.2240
H -12.2736 -20.3068 -0.0372
O -12.7693 -19.4574 -2.2713
H -12.2434 -18.7189 -1.9643
H -13.3885 -19.6229 -1.5603
O -11.4133 -18.1130 -0.9746
H -10.6075 -17.6241 -0.8077
H -12.0294 -17.4566 -1.2998
C -13.8358 -18.1156 0.8676
C -14.6642 -19.2870 0.3262
O -13.8248 -20.0994 -0.4602
O -13.4289 -17.2073 -0.1203
H -12.9805 -18.4756 1.4395
H -14.5601 -17.6271 1.5194
H -15.5751 -18.9388 -0.1607
H -15.0793 -19.7395 1.2268
H -14.3287 -20.9091 -0.5703
H -13.9312 -17.3751 -0.9210
C -12.3079 -20.2849 -4.5541
C -12.2932 -20.3859 -6.0421
O -11.6394 -21.5891 -6.4520
O -12.9759 -19.1323 -4.1632
H -11.2848 -20.3563 -4.1849
H -12.8140 -21.1140 -4.0597
H -11.7399 -19.4929 -6.3329
H -13.2454 -20.2404 -6.5521
H -11.8632 -21.7774 -7.3664
H -12.8502 -19.1196 -3.2116
C -15.7190 -17.5175 -3.9842
C -14.7815 -17.7230 -2.7129
O -15.4308 -18.4267 -1.6577
O -15.2517 -16.9566 -5.0936
H -16.6789 -17.0438 -3.7788
H -15.9777 -18.5461 -4.2358
H -14.4239 -16.7707 -2.3213
H -13.9208 -18.2980 -3.0546
H -16.0567 -17.8280 -1.2437
H -15.9830 -16.6534 -5.6366
C -9.6501 -18.6550 -4.4858
C -10.1561 -17.5865 -3.5182
O -9.8710 -16.2837 -4.0886
O -8.2550 -18.4719 -4.8129
H -10.2533 -18.7643 -5.3871
H -9.7090 -19.5764 -3.9065
H -9.5879 -17.6572 -2.5907
H -11.2079 -17.7477 -3.2819
H -10.6764 -16.0312 -4.5461
H -8.2197 -17.5702 -5.1405
C -16.7268 -20.3704 -2.8049
C -15.2492 -20.7070 -2.8437
O -15.0083 -21.9340 -3.4422
O -17.4536 -20.5629 -4.0507
H -16.8094 -19.3261 -2.5036
H -17.1550 -20.9910 -2.0177
H -14.8055 -20.7150 -1.8481
H -14.7273 -20.0601 -3.5489
H -14.1144 -22.0301 -3.7788
H -16.9875 -21.1703 -4.6298
C -8.9380 -20.3070 -1.5447
C -7.8129 -20.0987 -2.5786
O -7.6355 -18.7286 -2.8210
O -10.3439 -20.1006 -1.9017
H -8.7782 -19.5754 -0.7526
H -8.8735 -21.3308 -1.1762
H -8.0460 -20.5201 -3.5565
H -6.8655 -20.5413 -2.2708
H -7.9596 -18.6337 -3.7196
H -10.8407 -19.9493 -1.0943

=====

(2)
125
Properties=species:S:1:pos:R:3 method="wB97M-V/def2-TZVPD" lumo_ev=-1.158 gap_ev=2.894
Rb 0.3053 0.2530 0.3438
C 3.9863 3.5100 2.8989
N 2.8251 3.2181 3.7096
C 3.0745 3.1912 5.1334
C 1.6999 2.6651 3.1319
N 1.6145 2.2027 1.9580
N 0.5696 2.7628 3.9366
C -0.5965 2.0335 3.8402
N -1.6244 2.5847 4.5930
N -0.6460 0.9159 3.2484
H 4.5257 4.3372 3.3618
H 3.6806 3.8199 1.9000
H 4.6687 2.6544 2.8147
H 3.1692 4.2098 5.5269
H 4.0088 2.6559 5.3288
H 2.2663 2.6751 5.6471
H 2.5087 2.1192 1.4862
H 0.5521 3.5413 4.5777
H -1.6879 3.5905 4.6142
H -2.5277 2.1526 4.4602
H -1.5707 0.4981 3.2767
Se -0.8921 -8.5999 -2.4597
N -0.0302 -7.2358 -3.2211
C -0.1910 -6.1642 -2.4566
C 0.3689 -4.8825 -2.7461
C 1.1482 -4.6392 -3.8799
C 1.6845 -3.3840 -4.0801
C 1.4265 -2.3962 -3.1254
N 0.6841 -2.5937 -2.0590
C 0.1352 -3.8062 -1.8441
C -0.6723 -3.9930 -0.6730
N -0.8969 -2.9330 0.1243
C -1.6119 -3.0957 1.2102
C -2.1684 -4.3199 1.5991
C -1.9688 -5.4154 0.7894
C -1.2127 -5.2752 -0.3768
C -0.9716 -6.3602 -1.2745
N -1.4357 -7.5893 -1.0939
H 1.3192 -5.4498 -4.5731
H 2.2910 -3.1645 -4.9448
H 1.8364 -1.3916 -3.2160
H -1.7504 -2.2018 1.8063
H -2.7506 -4.3941 2.5044
H -2.3803 -6.3854 1.0255
C -1.0249 2.9949 -4.1255
As 0.0613 1.5943 -3.2445
C -0.5991 0.1817 -4.6760
C 1.7405 1.9395 -4.1675
C 1.7383 2.4492 -5.4585
C 2.9121 2.7812 -6.1082
C 4.1217 2.6122 -5.4589
C 4.1358 2.0885 -4.1791
C 2.9623 1.7398 -3.5255
As 2.9841 0.9337 -1.7424
C 4.1003 2.3036 -0.8611
C 4.4877 -0.3188 -2.0486
H -1.2605 2.7336 -5.1558
H -0.4798 3.9368 -4.1109
H -1.9654 3.1311 -3.5926
H -0.3175 0.4952 -5.6786
H -1.6862 0.1263 -4.6081
H -0.1772 -0.7991 -4.4726
H 0.7988 2.5964 -5.9762
H 2.8792 3.1790 -7.1130
H 5.0483 2.8902 -5.9419
H 5.0900 1.9639 -3.6781
H 4.9112 2.6367 -1.5083
H 4.5306 1.8791 0.0475
H 3.4852 3.1626 -0.6014
H 5.3898 0.1949 -2.3798
H 4.2201 -1.0664 -2.7954
H 4.7157 -0.8307 -1.1136
O -1.4701 -0.6278 -1.5478
H -0.8262 -1.3368 -1.3734
H -2.0818 -1.0120 -2.1792
O 2.2162 -1.4367 0.0004
H 2.8231 -2.1787 0.0789
H 1.4823 -1.7978 -0.5365
C 0.6719 3.3343 -1.6915
H 1.4950 3.8875 -2.1337
H 0.9541 2.9128 -0.7270
H -0.1974 3.9758 -1.5867
C 0.4109 -1.7006 4.9375
O 1.6282 -1.8667 4.2471
P 1.6965 -1.6602 2.5915
O 1.3800 -3.1622 2.0628
C 1.8742 -4.3329 2.6929
O 3.3309 -1.7732 2.5703
C 4.0925 -0.6471 2.9275
H 0.6381 -1.7281 6.0061
H -0.2854 -2.5079 4.6980
H -0.0458 -0.7435 4.6796
H 1.0599 -5.0605 2.7355
H 2.2313 -4.1123 3.7004
H 2.6929 -4.7513 2.1030
H 5.0864 -0.7857 2.4996
H 4.1783 -0.5657 4.0136
H 3.6449 0.2686 2.5343
C -2.8683 1.8617 -1.2161
P -2.9010 0.7267 0.2409
C -3.5782 1.9404 1.4510
C -4.5681 1.5886 2.3648
C -5.0433 2.5090 3.2820
C -4.5206 3.7922 3.3135
C -3.4997 4.1376 2.4411
C -3.0269 3.2174 1.5241
C -4.4878 -0.1269 -0.1261
C -4.5252 -1.5148 -0.1270
C -5.7153 -2.1846 -0.3607
C -6.8795 -1.4679 -0.5817
C -6.8487 -0.0818 -0.6005
C -5.6593 0.5843 -0.3720
H -1.8634 2.2710 -1.3060
H -3.5978 2.6615 -1.1122
H -3.0743 1.2828 -2.1131
H -4.9837 0.5896 2.3389
H -5.8291 2.2250 3.9680
H -4.9089 4.5160 4.0142
H -3.0782 5.1323 2.4738
H -2.2238 3.4896 0.8535
H -3.6140 -2.0666 0.0572
H -5.7387 -3.2656 -0.3616
H -7.8117 -1.9914 -0.7396
H -7.7597 0.4717 -0.7864
H -5.6392 1.6642 -0.3743

=====

(3)
11
Properties=species:S:1:pos:R:3 method="wB97M-V/def2-TZVPD" lumo_ev=0.425 smiles="C#C/C(C)=N/O" gap_ev=9.431
C 1.2395 -0.2539 -0.3350
C -0.2265 -0.3949 -0.0731
N -0.8119 -0.3210 1.0573
O 0.1127 -0.1661 2.0856
C -1.1110 -0.3243 -1.2313
C -1.5779 0.7418 -1.5648
H 1.7169 -1.2226 -0.1824
H 1.4176 0.0764 -1.3620
H 1.6751 0.4650 0.3636
H -0.4670 -0.1099 2.8537
H -1.8705 1.7585 -1.6309

=====

(4)
98
Properties=species:S:1:pos:R:3 method="wB97M-V/def2-TZVPD" lumo_ev="-7.606 / -10.892" s2=8.821 spin_multiplicity=6 charge=+3 gap_ev="6.732 / 4.098"
Ir 0.6188 -0.1517 1.2142
I -4.3668 6.1043 -0.1780
C -3.1049 4.4333 -0.1361
C -2.8350 3.7282 -1.3115
C -1.9912 2.6547 -1.2558
I -1.5114 1.5401 -2.9570
C -1.3933 2.1963 -0.0267
O -0.6993 1.1421 -0.0592
C -1.6741 2.9603 1.1568
C -1.1675 2.5336 2.5139
N 0.1449 1.8866 2.5273
C 0.5528 1.5526 3.8930
C 1.8532 0.7972 3.9386
C 2.6342 0.8195 5.0862
C 3.8083 0.0867 5.1238
C 4.1860 -0.6265 3.9940
C 3.3513 -0.6036 2.8939
N 2.2027 0.0752 2.8723
C -2.5210 4.0387 1.0774
H -3.2778 4.0327 -2.2473
H -1.8899 1.8275 2.9395
H -1.1644 3.4183 3.1641
H 0.8344 2.5307 2.1441
H -0.2276 0.9244 4.3375
H 0.6538 2.4538 4.5105
H 2.3222 1.4059 5.9366
H 4.4196 0.0717 6.0135
H 5.1068 -1.1882 3.9729
H 3.6184 -1.1385 1.9919
H -2.7610 4.5911 1.9754
C 4.5424 1.6518 -2.7907
N 3.5571 1.5628 -1.7348
C 3.0816 0.5028 -1.0738
N 2.2142 0.9059 -0.1566
C 2.1994 2.2550 -0.3130
N 2.9992 2.6731 -1.2529
C 3.9344 1.7746 -4.1729
C 4.3196 2.8155 -5.0213
C 3.8612 2.8797 -6.3318
C 3.0248 1.9005 -6.8262
C 2.6112 0.8710 -5.9708
C 3.0509 0.8224 -4.6396
C 1.8110 -0.2074 -6.4604
N 1.6127 -0.5847 -7.7106
N 0.9475 -1.7081 -7.6925
C 0.7099 -2.0226 -6.4325
O 1.2371 -1.0864 -5.6102
C 0.0376 -3.1617 -5.8910
C -0.1885 -4.2940 -6.6832
C -0.7717 -5.4047 -6.1059
C -1.1408 -5.3794 -4.7696
C -0.9490 -4.2365 -3.9801
C -1.4493 -4.2781 -2.5551
N -1.1422 -3.1358 -1.7198
C -0.0374 -2.7773 -1.0521
N -0.3024 -1.7248 -0.2886
C -1.6203 -1.4829 -0.5340
N -2.1423 -2.3142 -1.3874
C -0.3547 -3.1296 -4.5410
H 5.1744 0.7616 -2.7441
H 5.1512 2.5332 -2.5844
H 3.3723 -0.5143 -1.2576
H 1.5993 2.9307 0.2619
H 5.0006 3.5736 -4.6617
H 4.1780 3.6899 -6.9693
H 2.6908 1.9125 -7.8527
H 2.7249 0.0051 -4.0103
H 0.1082 -4.2898 -7.7208
H -0.9391 -6.2959 -6.6907
H -1.6002 -6.2535 -4.3307
H -1.0827 -5.1880 -2.0750
H -2.5414 -4.3162 -2.5849
H 0.9085 -3.2830 -1.1115
H -2.1848 -0.6996 -0.0723
H -0.2040 -2.2206 -3.9737
C -0.4621 -3.1220 4.5301
C 0.1615 -2.3319 3.5802
N -0.4870 -1.3744 2.9150
C -1.7744 -1.1748 3.1837
C -2.4917 -1.9154 4.1177
C -1.8053 -2.9221 4.7986
C -3.9362 -1.7422 4.3033
C -4.6295 -0.6466 4.6256
C -4.1233 0.6655 5.0130
C -5.0410 1.6930 5.2703
C -4.5287 2.8938 5.7309
N -3.2300 3.0652 5.8965
C -2.4260 2.0639 5.6115
N -2.8146 0.8833 5.1675
H 0.0957 -3.8966 5.0319
H 1.2066 -2.4703 3.3397
H -2.2782 -0.4046 2.6153
H -2.3247 -3.5281 5.5283
H -4.5031 -2.6556 4.1550
H -5.7071 -0.7297 4.6906
H -6.1006 1.5589 5.1240
H -5.1646 3.7323 5.9847
H -1.3671 2.2287 5.7565

=====

(5)
58
Properties=species:S:1:pos:R:3 method="wB97M-V/def2-TZVPD" lumo_ev="-4.398 / -5.004" s2=3.789 spin_multiplicity=4 charge=+1 gap_ev="5.389 / 4.773"
Tc -0.1462 0.2754 -0.7301
C 2.6314 1.9976 1.9382
C 2.0126 1.2150 0.7660
C 2.9201 0.2190 0.0074
C 4.2647 0.4967 -0.2579
C 5.0795 -0.4115 -0.9298
C 4.5682 -1.6260 -1.3211
C 3.1619 -1.8903 -1.2887
C 2.6883 -3.1782 -1.9472
C 3.2232 -4.4169 -1.2538
C 2.4137 -1.0139 -0.5127
N 1.0387 -1.2402 -0.3994
C 0.3935 -2.4195 -0.1613
C -1.0421 -2.3723 -0.1524
C -2.1156 -3.1514 0.2726
C -3.2998 -2.3868 0.2372
C -2.9363 -1.1332 -0.1920
N -1.5719 -1.0610 -0.4703
H 1.8258 2.2384 2.7059
H 3.0509 2.9522 1.6705
H 3.5028 1.5009 2.4608
H 1.5208 1.9588 0.0621
H 1.1888 0.5892 1.1791
H 4.6378 1.4165 0.1004
H 6.1725 -0.1925 -1.0808
H 5.1856 -2.4492 -1.6617
H 3.1995 -3.1308 -2.9662
H 1.6292 -3.2245 -2.2288
H 4.3159 -4.5534 -1.6107
H 2.6580 -5.4242 -1.3536
H 3.3082 -4.2755 -0.1887
H 0.9415 -3.3690 0.0344
H -2.0162 -4.1988 0.4480
H -4.3000 -2.6821 0.7365
H -3.5557 -0.2692 -0.3427
C -3.6514 3.8139 -1.6939
C -3.7576 4.1011 -0.1834
O -3.1671 2.9902 0.6048
P -1.7135 2.4813 0.8102
O -1.1319 2.0899 -0.5728
Te -0.4061 4.0338 1.9635
O -2.0277 1.1452 1.5821
C -2.6357 1.2302 2.9301
C -2.9192 -0.1216 3.3820
H -4.2316 4.5057 -2.3183
H -4.1222 2.8318 -1.8802
H -2.5853 3.8701 -2.0035
H -4.8151 4.1107 0.1433
H -3.3394 5.0109 0.1339
H -3.5613 1.8229 2.8019
H -1.9514 1.8261 3.6020
H -3.6187 -0.6100 2.5599
H -3.4988 -0.2908 4.3392
H -2.0086 -0.7252 3.5075
C -0.3368 0.2353 -2.6347
H 0.5058 -0.3106 -3.0726
H -0.2220 1.3282 -2.8028
H -1.3538 -0.1584 -2.7675

=====

(6)
50
Properties=species:S:1:pos:R:3 method="wB97M-V/def2-TZVPD" lumo_ev="-0.745 / -0.998" s2=3.752 spin_multiplicity=4 gap_ev="6.739 / 9.095"
Ti 1.4064 2.6483 -0.5637
C -0.1084 -1.4358 0.0278
C 0.4486 0.0088 0.0952
O -0.1721 0.9612 -0.3673
O 1.4817 0.2203 0.7479
H -1.1612 -1.4770 0.3072
H 0.3807 -2.1465 0.6940
H -0.0810 -1.8018 -0.9985
C -0.0194 -0.1885 -3.7423
O -0.8863 0.6438 -4.5999
H 0.0705 0.1115 -2.6983
H -0.2815 -1.2403 -3.8565
H 0.9823 -0.1303 -4.1682
H -1.5255 1.2277 -4.1849
C -3.2300 -0.4345 -1.4960
O -4.1350 -1.4990 -1.4402
H -3.5446 0.3747 -2.1551
H -3.0750 -0.0299 -0.4958
H -2.2368 -0.7453 -1.8202
H -4.9220 -1.0520 -1.1200
C 3.3252 -1.8734 -3.1517
O 3.7728 -0.5982 -3.6260
H 3.2743 -2.5001 -4.0421
H 4.0685 -2.2748 -2.4629
H 2.3936 -1.7562 -2.5981
H 3.1388 0.0294 -3.2715
C 0.4543 1.6570 3.7367
O 1.3618 2.0640 2.7572
H 0.9756 1.2554 4.6056
H -0.1656 2.4582 4.1391
H -0.2861 1.0046 3.2737
H 1.3861 1.4608 2.0108
C 1.5300 -3.1310 3.5424
C 2.7433 -2.9831 2.6324
O 3.3247 -1.6201 2.7960
H 0.8643 -2.2879 3.3579
H 1.8304 -3.1181 4.5902
H 0.8493 -3.9607 3.3516
H 2.4007 -3.2198 1.6250
H 3.4946 -3.6915 2.9815
H 2.8403 -1.0110 2.2339
C -2.2937 3.7342 1.1680
C -3.0546 3.2279 -0.0599
O -2.3180 3.0132 -1.2973
H -2.1983 4.8168 1.2510
H -1.2697 3.3684 1.2427
H -2.7845 3.3827 2.0756
H -3.8857 3.8906 -0.3008
H -3.4846 2.2768 0.2544
H -1.6791 2.3705 -0.9808

=====

(7)
7
Properties=species:S:1:pos:R:3 method="wB97M-V/def2-TZVPD" lumo_ev="-0.327 / -0.210" gap_ev="7.984 / 8.167"
C -0.9108 -0.0332 -0.1411
N 0.3264 0.5998 -0.3420
O 1.7486 -0.5300 1.4811
S 1.2189 -0.8289 0.1977
H -1.3199 0.0430 0.9027
H -1.6160 -0.3108 -0.8816
H 0.5528 1.0600 -1.2168